{
  "formula": "C45H105N3O9",
  "method": "ωB97M-V/def2-TZVPD",
  "species": ["C", "C", "C", "C", "C", "C", "C", "C", "C", "N", "O", "H", "H", "H", "H", "H", "H", "H", "H", "H", "H", "H", "H", "H", "H", "H", "H", "H", "H", "H", "C", "C", "C", "C", "C", "C", "C", "C", "C", "N", "O", "H", "H", "H", "H", "H", "H", "H", "H", "H", "H", "H", "H", "H", "H", "H", "H", "H", "H", "H", "C", "C", "C", "C", "C", "C", "C", "C", "C", "N", "O", "H", "H", "H", "H", "H", "H", "H", "H", "H", "H", "H", "H", "H", "H", "H", "H", "H", "H", "H", "C", "C", "C", "O", "H", "H", "H", "H", "H", "H", "H", "H", "C", "C", "C", "O", "H", "H", "H", "H", "H", "H", "H", "H", "C", "C", "C", "O", "H", "H", "H", "H", "H", "H", "H", "H", "C", "C", "C", "O", "H", "H", "H", "H", "H", "H", "H", "H", "C", "C", "C", "O", "H", "H", "H", "H", "H", "H", "H", "H", "C", "C", "C", "O", "H", "H", "H", "H", "H", "H", "H", "H"],
  "positions_angstrom": [[13.0457, 37.8037, -4.3602], [12.4263, 38.7496, -5.3845], [12.3731, 38.2124, -6.8615], [10.9864, 38.7942, -4.7507], [10.2202, 39.9966, -5.3026], [10.9506, 41.2519, -5.1095], [12.3660, 41.2005, -5.7784], [12.2969, 41.3505, -7.3003], [13.1360, 42.4825, -5.1948], [13.0791, 40.0663, -5.3359], [14.4516, 39.9084, -5.7171], [12.4395, 36.8980, -4.3455], [14.0854, 37.5291, -4.5386], [13.1615, 38.0820, -3.3127], [12.9899, 38.7965, -7.5444], [12.6768, 37.1660, -6.8296], [11.3776, 38.3802, -7.2725], [10.4929, 37.8523, -4.9901], [11.0591, 38.7548, -3.6638], [10.1058, 39.8262, -6.3731], [9.2107, 40.0117, -4.8917], [11.0370, 41.5123, -4.0547], [10.2959, 41.9647, -5.6110], [11.3383, 40.9573, -7.6389], [13.1291, 40.9799, -7.8988], [12.2517, 42.4196, -7.5074], [12.7938, 43.3825, -5.7057], [14.2064, 42.3872, -5.3770], [12.8550, 42.5931, -4.1475], [14.8796, 40.1139, -4.8828], [11.0534, 41.7172, 2.7221], [11.3909, 40.7547, 1.6034], [11.3001, 39.3192, 2.1617], [10.3575, 41.0104, 0.4977], [10.8215, 40.3763, -0.8615], [12.2207, 40.7777, -1.2055], [13.2323, 40.4401, -0.1513], [13.5805, 38.8800, -0.1625], [14.4634, 41.2869, -0.5599], [12.7246, 41.0607, 1.0974], [13.6076, 41.1145, 2.1078], [11.1372, 42.7288, 2.3251], [10.1018, 41.6273, 3.2460], [11.7583, 41.6022, 3.5456], [11.1124, 38.6011, 1.3635], [12.2779, 39.1357, 2.6069], [10.6072, 39.0553, 2.9607], [9.3221, 40.7420, 0.7071], [10.2862, 42.0868, 0.3417], [10.8856, 39.2925, -0.9584], [10.1494, 40.7249, -1.6456], [12.2263, 41.8277, -1.4978], [12.5519, 40.1082, -1.9994], [14.2250, 38.8833, 0.7165], [14.2421, 38.5833, -0.9763], [12.7764, 38.1548, -0.0369], [15.3251, 40.9345, 0.0070], [14.2572, 42.3451, -0.3993], [14.6633, 40.9909, -1.5897], [13.7931, 42.0355, 2.3052], [12.6127, 28.5778, -3.2190], [11.5991, 29.5139, -2.5497], [10.6714, 30.1864, -3.6236], [10.5857, 28.8073, -1.5584], [11.1425, 28.4357, -0.2358], [11.6612, 29.6973, 0.3958], [12.6816, 30.5176, -0.4029], [12.8399, 31.9065, 0.1556], [14.1065, 29.9190, -0.2596], [12.2450, 30.6236, -1.8366], [13.1242, 31.4508, -2.6489], [13.1733, 27.9247, -2.5503], [12.1747, 27.7432, -3.7665], [13.3901, 29.0900, -3.7858], [9.8397, 29.5940, -4.0050], [10.2045, 31.0765, -3.2019], [11.1189, 30.4500, -4.5818], [9.8902, 29.6250, -1.3699], [10.0442, 27.9343, -1.9228], [10.4399, 27.9004, 0.4028], [11.8502, 27.6296, -0.4296], [12.1572, 29.2542, 1.2594], [10.8667, 30.3713, 0.7160], [13.5620, 32.5227, -0.3801], [13.0654, 31.8687, 1.2213], [11.8598, 32.3680, 0.0351], [14.8669, 30.5589, -0.7073], [14.2515, 29.0058, -0.8367], [14.2122, 29.7343, 0.8094], [12.5852, 32.2446, -2.6181], [16.9839, 34.7015, 1.7317], [17.8552, 34.0499, 2.8014], [17.3780, 32.8305, 3.5734], [19.0274, 33.5715, 2.1882], [16.2100, 35.2993, 2.2130], [16.6176, 33.8688, 1.1313], [17.5634, 35.3221, 1.0482], [18.1726, 34.9147, 3.3841], [17.9962, 32.5492, 4.4260], [17.4326, 31.9129, 2.9876], [16.3086, 32.9023, 3.7716], [19.6718, 33.4617, 2.8913], [19.5206, 39.5048, 0.7793], [18.4481, 39.8874, -0.3439], [18.5917, 41.3323, -0.8736], [18.8212, 38.9900, -1.3540], [20.5862, 39.6366, 0.5921], [19.3710, 38.4313, 0.8954], [19.2546, 39.9720, 1.7275], [17.4603, 39.6326, 0.0401], [17.6923, 41.8309, -1.2351], [19.3014, 41.5043, -1.6829], [18.9466, 42.0373, -0.1219], [18.0013, 38.9597, -1.8525], [18.3137, 30.0345, -1.1350], [18.6185, 30.5323, 0.2830], [19.2265, 29.4551, 1.1227], [19.5728, 31.5054, 0.2747], [17.8845, 30.8608, -1.7018], [17.4986, 29.3109, -1.1398], [19.1612, 29.6182, -1.6794], [17.7100, 30.7975, 0.8237], [18.5933, 28.5682, 1.0955], [19.1843, 29.6746, 2.1896], [20.2587, 29.2380, 0.8478], [19.2275, 32.2375, 0.7909], [16.5839, 33.7080, -2.1849], [15.9610, 35.1012, -2.4997], [16.7671, 36.3229, -2.1465], [15.6857, 35.2516, -3.8456], [15.8185, 32.9410, -2.0664], [17.2878, 33.6866, -1.3529], [17.1613, 33.5690, -3.0988], [15.0095, 35.1047, -1.9680], [16.1067, 37.1872, -2.2160], [17.5826, 36.4464, -2.8591], [17.0731, 36.2257, -1.1048], [15.2567, 34.4743, -4.2109], [13.5948, 33.2427, -7.5835], [13.9013, 33.7990, -6.1976], [12.7444, 33.7323, -5.1191], [15.0399, 33.2835, -5.6018], [13.1241, 32.2755, -7.4072], [14.5209, 32.8308, -7.9847], [13.0924, 33.8801, -8.3111], [14.2491, 34.8250, -6.3178], [12.3591, 32.7137, -5.0738], [11.9956, 34.4467, -5.4612], [12.8926, 34.0259, -4.0799], [15.6335, 32.9693, -6.2878], [21.0178, 36.1098, -4.2701], [21.1318, 34.5872, -4.5570], [19.9462, 33.8346, -3.9046], [21.0544, 34.4395, -5.9191], [21.4499, 36.4504, -3.3292], [20.1309, 36.6213, -4.6440], [21.8337, 36.4644, -4.8999], [22.0484, 34.1215, -4.1951], [18.9942, 34.1710, -4.3151], [20.0706, 33.9053, -2.8240], [19.9813, 32.7888, -4.2097], [20.1028, 34.5092, -6.0250]],
  "forces_ev_per_a": [[1.8, -1.2, -0.4], [-0.7, 0.2, 0.8], [0.0, 0.3, 1.0], [0.1, 0.8, -1.1], [-0.6, -2.4, 0.3], [0.6, 0.4, -0.6], [1.1, 3.0, 0.1], [-0.9, 0.9, -0.2], [-0.9, -0.9, -0.7], [-0.4, -2.2, 2.5], [-1.0, 0.7, -0.4], [0.2, -0.2, -0.1], [0.0, -0.4, -0.7], [-0.8, 1.0, 0.0], [0.5, -0.3, 0.4], [-0.2, 0.0, -0.5], [-0.2, -0.6, 0.1], [0.0, 0.0, -0.3], [0.0, 0.6, 0.1], [-0.2, 0.0, -0.2], [-0.1, 0.2, 0.1], [0.1, 0.0, 0.0], [0.6, 0.8, 0.0], [0.2, -0.3, -0.5], [0.0, -0.3, 0.4], [-0.1, 0.1, -0.2], [0.0, 0.0, 0.0], [0.0, 0.0, 0.3], [0.5, -0.1, 0.1], [0.3, 0.0, 0.0], [0.8, 0.7, 0.9], [-2.1, -0.9, 0.7], [0.7, -0.5, -0.2], [0.8, -0.6, -1.6], [-0.6, 0.3, 0.5], [-0.3, -0.4, -0.6], [0.0, 0.8, 0.2], [0.7, 1.7, 1.3], [0.1, -1.8, 0.5], [-1.8, 0.4, -2.1], [2.2, -0.9, 1.8], [0.0, 0.2, 0.2], [-0.4, -0.4, -0.7], [0.3, 0.1, -0.1], [0.2, -0.1, 0.0], [0.1, -0.4, -0.1], [-0.4, 0.7, -0.1], [0.2, -0.5, 0.5], [0.3, 0.2, -0.2], [-0.9, -0.3, 0.7], [-0.1, -0.1, -0.1], [0.4, 0.1, 0.0], [-0.1, 0.6, -0.8], [0.0, -0.8, 0.3], [-0.3, 0.3, -0.3], [-0.1, 0.4, -0.1], [0.2, 0.4, 0.2], [0.1, -0.1, -0.3], [0.1, 0.6, -0.2], [-0.1, 0.2, -0.2], [0.3, -1.2, 0.4], [-0.5, -0.2, -0.9], [-0.1, -0.1, -0.5], [-0.2, 0.9, -0.5], [0.2, -0.3, -0.8], [1.0, -0.6, 0.8], [1.8, -0.8, -1.7], [-1.3, 0.6, 0.1], [-0.5, -0.6, -0.7], [-0.7, 0.3, 1.4], [-0.8, -1.2, 0.8], [0.2, 0.5, 0.9], [-0.6, 0.6, -0.8], [-0.4, 0.2, -0.3], [-0.1, -0.7, 0.6], [0.2, 0.1, 0.1], [0.8, 0.3, 0.3], [-0.6, -0.2, -0.1], [0.1, 0.3, -1.0], [-0.5, 0.5, 0.1], [0.9, 0.3, 0.3], [0.3, 1.0, 0.6], [-0.3, -0.2, 0.0], [0.1, -0.3, 0.1], [0.2, 0.0, 0.0], [-0.1, 0.5, 0.2], [0.0, 0.4, 0.5], [-0.3, -0.4, 0.3], [0.7, 0.0, -0.1], [0.3, 0.4, -0.4], [0.0, -1.4, 0.1], [0.7, 0.5, 0.0], [-1.5, -0.1, -0.2], [1.4, 0.2, -1.1], [-0.2, -0.2, -0.3], [-0.7, 0.2, -0.2], [0.2, 0.1, 0.4], [-0.2, -0.2, 1.0], [-0.2, 0.7, 0.4], [0.2, 0.3, -0.7], [0.0, 0.1, 0.8], [0.3, -0.2, -0.2], [-1.8, 0.1, 0.0], [3.4, 0.7, 1.2], [-0.2, 1.0, 0.5], [-1.2, -0.5, -1.0], [-0.2, 0.5, -0.6], [0.1, -0.1, 0.2], [0.1, 0.1, 0.1], [-0.1, 0.3, 0.1], [-0.5, -0.5, 0.0], [0.2, -0.9, -0.1], [0.0, -0.2, 0.5], [0.2, -0.6, -0.9], [-1.0, 0.6, 0.1], [0.0, -2.3, -0.1], [-0.6, -1.7, 0.9], [0.7, 2.3, -0.5], [0.3, 0.2, -0.2], [0.1, -0.4, 0.2], [0.2, 0.1, 0.3], [-0.4, 0.5, -0.4], [0.2, -0.5, -0.4], [0.3, 0.6, 0.1], [-0.1, -0.1, -0.1], [0.3, 0.6, 0.2], [0.4, 1.2, -0.9], [-0.5, -0.8, 1.2], [-0.3, -0.3, 0.6], [-0.1, 0.3, -1.3], [0.1, 0.0, -0.1], [-0.2, 0.1, 0.1], [0.2, -0.8, 0.1], [-0.3, 0.4, 0.5], [0.0, 0.2, -0.1], [0.2, -0.1, 0.3], [0.5, 0.3, -0.1], [0.1, -0.4, -0.2], [0.4, -1.7, 1.1], [-0.8, 2.4, 1.0], [0.0, 0.1, -1.6], [1.1, -2.3, 0.5], [-1.0, 0.1, -0.3], [0.4, 0.7, -0.5], [0.0, -0.1, 0.4], [-1.1, 0.8, -0.3], [-0.2, 0.0, -0.2], [-0.4, -0.3, -0.2], [1.1, 0.2, -0.2], [0.3, 0.0, 0.1], [2.6, -0.3, -0.5], [-1.8, 0.7, 2.3], [1.2, -0.4, -0.4], [-0.2, -0.5, -1.6], [-1.0, -0.2, 0.6], [-0.3, -0.4, 0.5], [-0.1, 0.4, -0.5], [0.2, 0.4, 0.0], [-0.1, 0.6, 0.4], [-0.7, 0.0, 0.0], [0.2, -0.2, 0.2], [-0.1, 0.0, -1.0]],
  "homo_energy_ev": -8.2,
  "orbital_gap_ev": 8.6,
  "relative_energy_kcal_mol": 114.6,
  "e_lumo_ev": 0.39,
  "multiplicity": 1,
  "energy_ha": -2618.64704,
  "smiles": "CC1(C)CCCC(C)(C)N1O.CC1(C)CCCC(C)(C)N1O.CC1(C)CCCC(C)(C)N1O.CC(C)O.CC(C)O.CC(C)O.CC(C)O.CC(C)O.CC(C)O"
}